(1)
A cluster of 5 separate species, C33H39F13N3O9 in total, computed with the ωB97M-V functional and the def2-TZVPD basis.

The geometry in XYZ format:
```
97
Properties=species:S:1:pos:R:3
F 4.97 -5.51 0.19
F 1.21 4.15 -0.46
F -10.38 6.37 -1.61
F 2.61 -12.71 4.15
F -8.37 6.92 -2.15
F -8.73 5.78 -0.34
F 3.88 -10.97 4.39
F 11.27 -4.33 -1.37
F 12.00 -2.70 -0.15
F 4.09 -6.51 -1.51
F 2.30 -11.36 5.82
F 2.93 -6.21 0.29
F 10.71 -2.30 -1.84
O 9.85 -4.34 0.93
O -3.04 5.46 1.16
O 0.56 -10.18 4.02
O 4.38 -3.61 -1.64
O -10.29 8.84 -0.36
O -8.23 8.34 0.40
O 2.13 -10.42 2.41
O 2.21 -3.89 -1.05
O 8.76 -2.53 0.12
N -4.81 5.40 -0.39
N 1.79 1.72 -1.60
N 0.69 2.42 -2.09
C -9.21 6.80 -1.10
C 4.04 -2.35 -2.23
C 3.92 -1.27 -1.18
C 8.79 -4.55 1.87
C -3.92 2.86 -0.59
C -2.54 6.53 -1.09
C 3.35 -4.28 -1.08
C 9.71 -3.28 0.10
C -3.42 5.76 0.00
C -0.87 4.58 -1.90
C 3.83 -5.62 -0.52
C 1.38 -8.21 1.73
C -1.78 4.09 -3.07
C 1.63 -10.59 3.65
C -9.00 9.41 2.44
C 10.92 -3.15 -0.82
C 1.29 -9.70 1.49
C 1.88 1.49 1.02
C 0.32 -0.12 -0.53
C 0.36 3.69 -1.49
C -9.34 8.10 -0.32
C 1.40 1.09 -0.47
C -4.33 1.36 -0.70
C -6.53 3.48 -0.50
C -5.82 0.90 -0.74
C -1.37 2.72 -3.74
C -8.21 9.56 1.16
C -1.05 5.94 -1.07
C -5.02 3.95 -0.49
C 2.60 -11.41 4.51
C -6.92 1.99 -0.64
C -0.14 1.93 -3.20
C 7.60 -5.22 1.21
H 0.80 -7.66 0.98
H 8.50 -3.60 2.35
H 2.87 2.07 1.03
H 1.87 0.59 1.72
H -5.42 5.82 0.34
H 4.86 -2.10 -2.92
H 3.13 -2.43 -2.84
H 9.18 -5.19 2.66
H -2.83 3.17 -0.57
H 4.83 -1.22 -0.57
H 2.42 -7.88 1.68
H -2.66 4.72 -3.43
H 1.01 -7.94 2.72
H 0.16 0.91 -3.65
H 1.64 -9.94 0.49
H -3.00 6.51 -2.15
H -10.06 9.23 2.23
H -8.57 10.39 0.55
H -0.25 6.69 -1.41
H 3.10 -1.48 -0.49
H -8.93 10.32 3.05
H -0.71 0.38 -0.34
H 7.16 -4.59 0.44
H 6.82 -5.44 1.95
H -7.16 9.77 1.39
H 0.34 -0.68 -1.52
H -6.07 -0.21 -0.85
H -8.03 1.67 -0.68
H -0.79 5.68 0.03
H 0.25 -10.06 1.56
H -2.48 7.63 -0.74
H -7.37 4.27 -0.41
H 1.07 2.21 1.41
H 7.91 -6.15 0.73
H -8.64 8.57 3.02
H 3.74 -0.29 -1.64
H -3.48 0.59 -0.78
H -1.97 2.30 -4.63
H 0.58 -0.87 0.32
```

As for the total charge: +1. As for the multiplicity: 1. The frontier orbital gap is 5.8 eV. The total energy comes out at -93061.7288 eV.

***

(2)
A cluster of 2 separate species, C33H39N6O4P in total, computed with the ωB97M-V functional and the def2-TZVPD basis.

The geometry in XYZ format:
```
83
Properties=species:S:1:pos:R:3
P 0.70 -0.05 0.06
O 1.06 4.37 -1.87
O 2.43 0.49 -4.40
O -0.74 5.59 -2.12
O 1.74 1.48 -6.34
N 0.03 0.48 1.61
N 1.61 1.19 -4.97
N -1.70 4.62 -7.86
N -0.53 -1.29 0.01
N 0.69 2.29 -6.80
N -0.09 4.56 -2.34
C 1.36 3.18 3.85
C -0.22 -3.75 0.01
C 0.46 1.90 -4.51
C -0.88 4.18 1.94
C 1.46 4.28 1.03
C -2.72 -1.37 -3.16
C -0.39 -1.10 -4.02
C -1.00 3.55 -5.60
C -0.06 2.48 -5.69
C -0.20 -1.52 4.80
C -1.09 -4.16 2.33
C 2.25 -1.83 4.50
C 1.78 2.45 4.96
C 1.14 0.38 3.84
C 0.35 3.37 1.55
C 0.74 1.13 2.71
C -1.38 4.13 -6.85
C 1.66 1.06 4.95
C -0.34 -4.97 -0.67
C -1.24 -1.33 -2.79
C -0.65 -5.01 -2.03
C -1.49 -1.12 1.00
C 0.17 2.34 -3.24
C -0.47 -2.56 -0.70
C 1.00 -1.14 3.93
C -0.82 -2.60 -2.05
C -1.31 4.02 -4.34
C -1.17 -0.15 1.89
C -0.89 -3.82 -2.73
C -0.56 3.55 -3.22
C 0.13 -3.77 1.50
C 0.85 2.53 2.72
C 1.29 -4.72 1.83
H -1.07 -0.50 -2.11
H -1.69 0.09 2.80
H -0.30 -2.61 4.87
H -0.18 -5.91 -0.13
H -1.12 -3.84 -3.79
H -0.06 -1.12 5.81
H 2.31 3.69 0.69
H -0.73 -5.97 -2.55
H -0.52 -1.91 -4.76
H -0.04 0.88 -0.83
H -1.98 4.85 -4.23
H -1.65 3.52 2.37
H 3.16 -1.50 3.99
H 1.61 -4.55 2.87
H 1.44 4.27 3.84
H 2.17 -2.92 4.37
H 0.67 1.90 -2.38
H 0.97 -5.76 1.74
H -1.14 -1.12 4.40
H -1.93 -3.47 2.19
H 2.15 -4.55 1.18
H 0.68 -1.02 -3.77
H -0.61 4.93 2.69
H -0.84 -4.17 3.41
H 1.10 4.87 0.19
H -0.70 -0.17 -4.50
H 1.81 4.96 1.82
H 0.44 -2.76 1.77
H 2.35 -1.63 5.57
H 2.19 2.96 5.83
H 1.98 0.49 5.83
H -3.34 -1.58 -2.28
H -2.89 -2.16 -3.90
H -1.29 4.69 1.06
H -2.32 -1.81 1.05
H -3.03 -0.41 -3.59
H -1.42 -5.16 2.04
H 0.85 -1.51 2.92
H 0.08 2.68 0.75
```

As for the multiplicity: 1. The frontier orbital gap is 4.8 eV. The total energy comes out at -61264.0566 eV. Its SMILES is CC(C)c1cccc(C(C)C)c1N1C=CN(c2c(C(C)C)cccc2C(C)C)P1.N#Cc1cc([N+](=O)[O-])cc2c1no[n+]2[O-].

***

(3)
A structure of composition C33H40BBr2CrN11O3, computed with the ωB97M-V functional and the def2-TZVPD basis.

The geometry in XYZ format:
```
91
Properties=species:S:1:pos:R:3
Br -0.27 5.11 -3.44
Br -2.74 7.78 0.96
Cr 1.08 1.35 0.55
O 0.79 3.37 -1.19
O 4.02 0.27 0.71
O 2.55 1.55 1.84
N -0.07 -1.78 -2.88
N -0.74 0.20 -1.47
N 1.15 -0.87 0.64
N -1.44 -4.20 1.93
N -0.87 0.81 -0.24
N 0.48 -1.95 -4.15
N 0.88 -1.52 -0.61
N 0.30 3.38 1.43
N -3.28 -2.52 1.93
N 1.65 0.10 -2.32
N 2.15 0.92 -1.42
C -1.52 -3.55 0.59
C -1.57 6.42 0.30
C -0.24 -2.95 -4.72
C 2.21 -1.33 2.79
C 4.78 1.54 2.60
C 1.97 -2.89 0.77
C -2.70 -2.55 0.58
C -2.48 1.52 -1.68
C -0.22 4.35 0.71
C 0.19 3.44 2.77
C -0.50 5.29 -1.59
C 2.40 0.00 -3.45
C 1.75 -1.66 1.46
C -1.63 0.68 -2.36
C 0.13 -3.47 -6.06
C -2.00 1.56 -0.37
C -1.27 5.39 2.64
C -2.61 2.25 0.80
C 3.73 1.06 1.61
C 0.06 4.28 -0.75
C -0.53 4.43 3.39
C -2.22 -2.08 2.92
C 3.42 0.96 -3.26
C 4.04 2.67 -1.44
C -1.31 6.29 -1.09
C 1.45 -2.71 -0.47
C -1.17 -3.19 3.03
C -1.10 -2.64 -2.67
C -2.69 -4.95 2.15
C 3.17 1.57 -2.03
C -1.18 -3.51 -3.77
C -3.80 -3.83 2.34
C -1.03 5.41 1.21
B 0.45 -0.76 -1.91
H -2.62 -1.75 3.88
H -3.36 1.92 -2.11
H -0.55 -3.11 0.48
H 0.74 -4.35 -6.10
H 4.42 3.42 -2.10
H -1.61 7.03 -1.76
H 4.76 2.67 2.77
H -4.73 -4.04 1.80
H 1.92 -0.34 3.04
H 2.10 -0.55 -4.30
H 1.83 -2.08 3.45
H -0.64 -4.78 1.89
H 4.81 2.12 -0.81
H -2.60 -5.60 3.04
H -1.63 -4.31 -0.17
H -1.75 6.25 3.05
H 5.79 1.21 2.30
H 4.46 1.15 3.53
H -2.68 3.31 0.45
H 4.22 1.20 -3.90
H 3.26 -1.41 2.87
H 0.58 -2.69 -6.65
H -3.65 1.95 0.84
H 0.78 2.75 3.36
H -1.95 -4.26 -3.92
H -1.16 -3.72 3.92
H -0.50 4.40 4.47
H -0.84 -3.66 -6.58
H -0.14 -2.77 2.85
H -1.91 -1.16 2.43
H 3.41 3.24 -0.74
H -3.53 -2.80 -0.11
H 1.41 -3.49 -1.28
H -1.58 -2.79 -1.69
H 2.49 -3.74 1.19
H -4.09 -3.72 3.39
H -2.95 -5.47 1.21
H -2.48 -1.53 0.31
H -1.68 0.28 -3.35
H -1.99 2.16 1.72
```

As for the total charge: +1. The expectation value of S² is 8.814. As for the multiplicity: 6. The frontier orbital gap (spin up / spin down) is 6.5 / 5.5 eV. The total energy comes out at -226582.8224 eV.

***

(4)
A cluster of 3 separate species, C33H40FN2O9PS in total, computed with the ωB97M-V functional and the def2-TZVPD basis.

The geometry in XYZ format:
```
87
Properties=species:S:1:pos:R:3
S 1.99 6.37 -0.33
P -1.09 -5.29 -0.62
F 3.09 -0.84 1.92
O 8.63 0.79 2.45
O -1.68 5.07 2.21
O -3.29 -2.09 -1.16
O 9.19 0.94 0.28
O 2.83 1.34 -0.49
O -0.52 4.29 3.99
O 8.20 -0.95 1.05
O -0.83 2.97 2.19
O -1.44 0.75 -2.92
N 0.58 1.37 -1.58
N -0.29 -6.49 -1.35
C -2.32 -2.39 -2.19
C -4.54 -1.62 -1.70
C 1.75 0.78 -0.89
C -7.03 -0.54 -1.00
C -6.01 -2.10 1.84
C 0.05 2.67 -1.06
C 1.94 -1.97 0.03
C -5.32 0.52 1.54
C -5.59 -1.06 -0.63
C 3.34 -1.80 0.83
C 5.41 -0.21 0.74
C 1.30 -0.75 -0.72
C 1.01 3.95 -1.40
C 9.36 2.24 0.84
C 9.41 1.96 2.31
C -7.46 -0.58 -2.51
C -0.23 -3.61 -0.70
C -0.49 0.46 -2.11
C -0.09 -0.96 -1.44
C -0.09 2.99 4.36
C 1.77 -4.68 0.80
C 4.57 -1.30 -0.10
C 0.11 2.31 3.03
C -0.86 -2.34 -1.44
C -5.18 -1.01 0.94
C -6.96 -1.05 -5.15
C 8.63 0.16 1.24
C -6.42 -1.09 -3.62
C 0.46 5.35 -0.81
C 2.14 -5.43 1.83
C 1.18 -3.38 0.03
C -4.96 -1.62 -3.22
C -1.07 4.19 2.75
H 5.78 -0.68 1.74
H -7.72 -0.18 -0.16
H -1.16 -5.64 0.79
H 9.00 2.78 2.90
H -2.50 -3.47 -2.54
H -0.09 6.00 -1.60
H -6.31 -0.26 -5.71
H 1.12 2.47 2.63
H -0.86 2.51 4.96
H -6.05 -3.06 1.19
H 8.50 2.86 0.56
H -5.99 1.18 0.88
H -0.09 1.24 3.08
H 4.15 -0.92 -1.10
H -0.21 5.25 0.12
H -7.04 -1.65 2.05
H -0.96 2.90 -1.61
H 3.64 -2.79 1.36
H -2.25 -1.62 -3.04
H 2.45 -6.17 2.65
H 4.83 0.75 1.01
H 10.27 2.70 0.47
H 6.36 0.11 0.15
H -5.69 0.47 2.64
H -0.23 2.60 0.06
H -6.97 -2.07 -5.67
H -5.36 -2.25 2.80
H -8.03 -0.59 -5.15
H -0.91 -6.89 -2.09
H -4.24 -1.98 -4.03
H -2.39 -5.15 -1.22
H 0.84 3.03 4.94
H 2.98 5.47 0.07
H 2.05 3.74 -0.97
H -4.25 0.99 1.60
H -8.53 -0.23 -2.77
H -4.05 -1.28 1.11
H 1.05 3.98 -2.57
H 5.26 -2.22 -0.28
H 10.43 1.75 2.66
```

As for the multiplicity: 1. The frontier orbital gap is 6.3 eV. The total energy comes out at -79100.9258 eV. Its SMILES is C#Cc1c([PH2]=N)c(COc2cc(C)ccc2C(C)C)c2c(c1[C@H](F)CC)C(=O)N(CCCS)C2=O.O=C1OCCO1.O=C1OCCO1.

***

(5)
A structure of composition C33H40IrN2O5P2S, computed with the ωB97M-V functional and the def2-TZVPD basis.

The geometry in XYZ format:
```
84
Properties=species:S:1:pos:R:3
Ir -0.58 0.72 -0.61
S -1.78 2.74 -0.09
P -1.83 -1.31 -0.10
P 2.08 0.40 -1.12
O 0.93 -0.07 -2.00
O 2.61 -0.87 -0.37
O -1.90 0.62 -2.69
O 3.27 1.04 -1.89
O 1.46 1.35 -0.07
N -0.31 3.72 1.93
N -2.47 3.00 2.43
C -1.45 -2.36 1.32
C 0.20 -3.49 2.65
C -1.80 -2.75 -3.99
C -0.82 -4.10 3.37
C -2.36 3.50 3.66
C -4.58 -1.36 -0.79
C 3.96 -1.33 -0.12
C -1.94 -0.53 -2.91
C -2.15 -3.85 3.06
C -3.90 0.18 0.95
C -1.63 -4.10 -3.79
C 3.79 -2.50 0.85
C -1.50 3.14 1.57
C -6.19 0.09 0.26
C -5.88 -0.90 -0.66
C 4.77 -0.20 0.51
C -0.11 -2.61 1.62
C 4.04 3.17 -2.65
C -1.48 -4.62 -2.50
C -2.47 -2.98 2.04
C 1.15 4.93 3.45
C -0.15 4.28 3.15
C 4.59 -1.80 -1.43
C -5.20 0.62 1.07
C -1.82 -1.86 -2.88
C -1.73 -2.41 -1.53
C -3.58 -0.82 0.02
C -3.50 3.27 4.58
C 3.93 1.16 -4.18
C 1.82 2.31 -3.43
C -1.53 -3.78 -1.40
C -1.21 4.21 4.04
C 3.25 1.93 -3.05
H -1.59 -4.76 -4.63
H -0.57 -4.77 4.18
H -1.44 -4.20 -0.41
H 1.30 2.73 -2.57
H 1.14 5.38 4.44
H 4.80 0.65 -0.16
H 4.12 3.85 -3.49
H 1.95 4.19 3.41
H 3.55 3.67 -1.82
H -3.51 -2.79 1.79
H 5.52 -2.31 -1.23
H -2.93 -4.35 3.61
H 0.66 -2.12 1.05
H 1.85 3.06 -4.22
H -5.44 1.39 1.79
H 5.05 2.89 -2.33
H -6.65 -1.32 -1.29
H 3.15 -3.26 0.41
H 3.93 1.75 -5.09
H 0.46 3.72 1.26
H 4.29 0.11 1.44
H 3.39 0.23 -4.37
H -1.91 -2.34 -4.98
H 4.76 -2.94 1.06
H 4.96 0.93 -3.92
H -1.35 -5.68 -2.35
H 1.23 -3.70 2.89
H 3.35 -2.15 1.78
H -4.42 3.61 4.10
H 5.78 -0.54 0.72
H 1.28 1.44 -3.79
H -4.34 -2.13 -1.50
H -3.62 2.20 4.75
H -7.20 0.45 0.34
H 1.38 5.70 2.72
H 3.91 -2.49 -1.93
H -1.14 4.67 5.01
H 4.77 -0.96 -2.09
H -3.12 0.60 1.57
H -3.36 3.78 5.53
```

As for the total charge: +2. The expectation value of S² is 8.802. As for the multiplicity: 6. The frontier orbital gap (spin up / spin down) is 5.7 / 5.9 eV. The total energy comes out at -80326.3018 eV.